1.
Entry from OMol25: the molecule C3H9NS at a distorted geometry (the ωB97M-V functional and the def2-TZVPD basis).

Atoms and positions in Å:
C  -0.502  0.828  -1.245
C  -0.439  -0.012  0.032
C  0.900  -0.726  0.099
S  1.112  -1.648  1.649
N  -0.590  0.792  1.243
H  -0.642  0.162  -2.106
H  -1.279  1.587  -1.324
H  0.460  1.314  -1.419
H  -1.248  -0.696  0.022
H  1.665  0.043  -0.038
H  1.029  -1.380  -0.763
H  1.084  -2.834  1.032
H  -1.528  0.944  1.573
H  -0.022  1.625  1.247

Summary:
highest occupied orbital energy = -0.3250 hartree
net charge = 0
energy relative to the best compared isomer or geometry (same formula, charge and spin) = 6.0 kcal/mol
multiplicity = 1
maximum force = 1.79 eV/Å
lowest unoccupied orbital energy = 1.026 eV

***

2.
Entry from OMol25: an isolated ion of composition C3H9NS2 and charge -1 at a distorted geometry (the ωB97M-V functional and the def2-TZVPD basis).

Atoms and positions in Å:
N  -1.750  0.993  -2.799
C  -1.032  0.223  -1.765
C  -0.671  1.098  -0.548
S  0.906  0.601  0.168
S  0.123  -1.159  1.245
C  1.476  -1.136  2.468
H  -1.922  0.399  -3.602
H  -1.112  1.703  -3.140
H  -0.062  -0.125  -2.141
H  -1.648  -0.635  -1.498
H  -1.509  0.962  0.144
H  -0.549  2.146  -0.808
H  1.334  -0.427  3.278
H  2.352  -1.310  1.848
H  1.334  -2.048  3.058

Summary:
highest occupied orbital energy (spin up / spin down) = 0.0022 / -0.1045 hartree
net charge = -1
energy relative to the best compared isomer or geometry (same formula, charge and spin) = 26.7 kcal/mol
multiplicity = 2
maximum force = 2.91 eV/Å
lowest unoccupied orbital energy (spin up / spin down) = 3.948 / 3.910 eV